The following is a quantum chemistry calculation of one molecule with the formula C16H16ClNO5S, from the Open Molecules 2025 dataset.

Geometry (Å):
O  1.771  -0.477  -2.358
C  0.979  -0.425  -1.459
O  1.257  0.037  -0.234
C  2.611  0.378  -0.018
C  3.475  -0.884  0.023
O  2.987  -1.988  0.006
C  4.910  -0.657  0.091
C  5.871  -1.640  0.131
C  7.179  -1.142  0.192
C  7.209  0.225  0.200
S  5.629  0.925  0.128
Cl  8.597  1.208  0.272
H  8.062  -1.753  0.228
H  5.617  -2.684  0.112
H  2.967  1.040  -0.817
H  2.652  0.896  0.942
C  -0.470  -0.872  -1.570
N  -1.304  -0.278  -0.558
C  -1.951  -1.019  0.411
O  -1.949  -2.219  0.458
C  -2.641  -0.049  1.351
C  -4.132  -0.373  1.468
C  -4.841  -0.222  0.122
C  -4.469  1.085  -0.604
C  -3.655  2.029  0.277
H  -4.245  2.348  1.137
H  -3.378  2.917  -0.293
C  -2.374  1.338  0.759
C  -1.456  1.086  -0.423
O  -0.953  1.900  -1.152
H  -1.856  1.998  1.460
H  -3.884  0.860  -1.498
H  -5.372  1.600  -0.934
H  -5.918  -0.263  0.294
H  -4.583  -1.074  -0.508
H  -4.242  -1.400  1.821
H  -4.582  0.288  2.210
H  -2.178  -0.164  2.336
H  -0.829  -0.619  -2.572
H  -0.510  -1.958  -1.432

* gap between HOMO and LUMO: 8.94 eV
* ΔE to the lowest compared entry with this formula, charge and spin: 2.07 kcal per mole
* structure (SMILES): O=C(CN1C(=O)[C@H]2CCCC[C@H]2C1=O)OCC(=O)c1ccc(Cl)s1
* E_tot: -1908.69882 Ha
* charge: 0